1:
The following is a DFT calculation (wB97M-V/def2-TZVPD) of 2 unconnected molecules or ions with the total composition C2H11N2O.

```
! wB97M-V def2-TZVPD RIJCOSX def2/J DEFGRID3
* xyz 1 1
C 2.131 -0.170 0.727
N 0.753 0.157 1.326
H 2.860 -0.049 1.522
H 2.215 0.693 0.068
H 2.092 -1.111 0.187
H 0.841 1.106 1.683
H -0.060 -0.062 0.716
H 0.564 -0.401 2.164
N -1.244 -1.015 -0.607
C -1.526 0.182 -1.355
O -1.067 1.306 -0.625
H -1.585 -1.900 -0.964
H -1.680 -1.033 0.315
H -2.596 0.235 -1.576
H -1.024 0.153 -2.325
H -0.674 1.910 -1.256
*
```

Values from the calculation:
HOMO energy in eV: -13.826
HOMO-LUMO gap in eV: 10.514
Lowest unoccupied orbital energy in Eh: -0.12171



2:
The following is a DFT calculation (wB97M-V/def2-TZVPD) of 2 unconnected molecules or ions with the total composition C2H11N2O.

```
! wB97M-V def2-TZVPD RIJCOSX def2/J DEFGRID3
* xyz 1 1
N 0.064 -0.385 0.502
C 0.424 -0.673 -0.944
C 0.261 0.683 -1.769
N -0.291 1.717 -0.936
H 0.939 -0.397 1.010
H -0.392 0.532 0.613
H -0.453 -1.184 0.845
H 1.481 -1.003 -0.974
H -0.221 -1.479 -1.288
H 1.220 0.887 -2.239
H -0.403 0.537 -2.635
H 0.427 2.201 -0.421
H -0.829 2.436 -1.402
H -0.021 -1.073 3.482
H -1.427 -1.667 3.308
O -0.777 -1.133 2.848
*
```

Values from the calculation:
HOMO energy in eV: -14.272
HOMO-LUMO gap in eV: 10.994
Lowest unoccupied orbital energy in Eh: -0.12046



3:
The following is a DFT calculation (wB97M-V/def2-TZVPD) of 2 unconnected molecules or ions with the total composition C2H11N2O.

```
! wB97M-V def2-TZVPD RIJCOSX def2/J DEFGRID3
* xyz 1 1
C 1.607 1.539 -0.547
N 1.526 0.062 -0.485
H 2.472 1.934 -0.036
H 1.606 1.882 -1.575
H 0.767 1.918 0.027
H 1.987 -0.362 -1.287
H 0.508 -0.230 -0.492
H 1.892 -0.248 0.412
N -1.075 -1.019 -0.710
C -1.551 -0.189 0.403
O -0.646 -0.425 1.484
H -1.422 -1.965 -0.631
H -1.449 -0.625 -1.571
H -1.520 0.897 0.310
H -2.581 -0.490 0.594
H -1.093 -0.772 2.257
*
```

Values from the calculation:
HOMO energy in eV: -14.511
HOMO-LUMO gap in eV: 11.434
Lowest unoccupied orbital energy in Eh: -0.11308



Least stable structure among those shown: 1.